{
  "formula": "C2H7N5",
  "method": "ωB97M-V/def2-TZVPD",
  "e_tot_ha": -354.01588,
  "relative_energy_kcal_mol": 110.1,
  "lumo_energy_ev": [-0.377, -0.377],
  "e_homo_ev": [-7.9, -7.9],
  "homo_lumo_gap_ev": [7.492, 7.493],
  "species": ["C", "N", "N", "N", "N", "C", "N", "H", "H", "H", "H", "H", "H", "H"],
  "xyz": [[-1.234, 1.257, -0.153], [-0.461, 0.156, 0.391], [-0.909, -1.036, 0.042], [-0.444, -2.061, 0.621], [1.704, -0.880, 0.686], [1.208, 0.239, 0.293], [1.537, 1.404, -0.130], [-1.436, -1.087, -0.848], [-0.721, -2.884, 0.076], [2.454, -1.236, 0.105], [2.543, 1.500, -0.214], [-0.586, 2.129, -0.142], [-2.116, 1.427, 0.467], [-1.541, 1.072, -1.195]]
}